# 1
Density functional theory data (ωB97M-V with the def2-TZVPD basis set) for C28H52InN4O14S2 as an isolated structure in a non-equilibrium geometry.

Geometry as XYZ:
```
101
Properties=species:S:1:pos:R:3:forces:R:3
C 0.675010 4.192915 -0.463425 -0.03 0.04 0.06
C -0.616441 4.320438 -1.258468 -0.26 -0.35 0.21
N -0.491307 4.150788 -2.726341 0.35 0.09 -0.04
C -1.496657 4.925502 -3.463492 -0.14 -0.02 -0.04
C -2.893049 4.302332 -3.322106 0.08 -0.03 0.11
C 0.809609 4.337894 -3.243374 -0.15 0.18 -0.05
S 1.501483 5.803998 -3.541067 -0.12 0.03 -0.15
S 1.731244 2.951554 -3.684027 0.13 -0.19 0.02
C 0.922097 1.419359 -3.131054 -0.07 -0.02 0.08
C -0.373282 0.948983 -3.784328 0.09 -0.31 0.01
C -0.795486 -0.370658 -3.096757 0.34 0.15 -0.08
In -1.899701 -0.200185 -1.181137 0.06 -0.35 -0.10
C -1.263619 -1.830440 0.214192 -0.30 0.31 0.13
C -1.372088 -1.372048 1.684364 0.16 -0.01 -0.02
C -0.002982 -1.238231 2.372614 -0.13 -0.12 -0.13
C -0.061629 -0.230564 3.499988 0.16 0.14 -0.16
O 1.023346 -0.474432 4.433491 -0.35 -0.34 -0.21
C 1.066956 0.293282 5.526645 -0.21 0.55 -0.72
C 0.804444 1.765764 5.340735 -0.03 0.24 0.05
O 1.346995 -0.179100 6.585027 0.50 -0.41 0.98
C -4.112800 -0.396251 -1.375357 -0.03 0.23 -0.06
C -4.662547 -0.477152 -2.795244 0.00 -0.24 0.14
N -6.140998 -0.372188 -2.749004 0.05 -0.14 0.03
N -4.069376 0.557049 -3.660727 -0.09 0.15 0.01
N -4.323213 -1.781961 -3.384479 -0.26 0.26 -0.02
H 1.320477 5.066022 -0.578498 0.01 -0.12 -0.07
H 1.232074 3.292645 -0.737458 -0.06 0.09 0.04
H 0.408434 4.102655 0.593730 0.05 0.00 -0.10
H -1.296072 3.543477 -0.893834 0.01 0.08 -0.12
H -1.088645 5.293194 -1.052956 0.17 0.01 -0.06
H -1.503130 5.972960 -3.128757 0.07 -0.08 0.01
H -1.194973 4.932078 -4.513058 -0.05 0.03 0.08
H -3.182231 3.766677 -4.228401 0.01 0.02 0.07
H -3.647293 5.062167 -3.103977 0.03 -0.07 -0.09
H -2.900680 3.583031 -2.502039 -0.05 0.02 0.01
H 1.705358 0.693272 -3.383721 -0.02 0.08 0.14
H 0.844135 1.432055 -2.039280 -0.13 0.08 -0.11
H -1.141957 1.720070 -3.706604 0.04 0.01 -0.03
H -0.172754 0.773286 -4.851544 -0.04 0.21 0.05
H -1.328382 -1.007996 -3.807908 -0.15 0.11 0.15
H 0.129172 -0.914020 -2.839606 -0.10 -0.04 -0.11
H -1.489527 1.356741 -0.382348 0.02 0.09 0.03
H -0.250691 -2.182421 -0.005633 -0.10 -0.12 0.01
H -1.973212 -2.643888 0.026284 0.21 -0.05 -0.03
H -1.866702 -0.391359 1.755991 -0.04 -0.12 -0.01
H -1.983690 -2.070977 2.272307 0.03 0.14 0.03
H 0.734004 -0.924931 1.625382 0.01 0.01 0.15
H 0.314282 -2.208977 2.767027 0.03 0.10 -0.04
H -1.010012 -0.311038 4.043132 0.09 -0.07 0.01
H 0.019113 0.783915 3.096969 -0.08 -0.08 0.02
H 1.330481 2.303194 6.129722 -0.10 -0.04 -0.05
H 1.135742 2.117824 4.363543 -0.03 -0.02 0.07
H -0.265615 1.971489 5.435388 0.09 -0.02 -0.03
H -4.425329 -1.305550 -0.850273 0.04 0.07 -0.02
H -4.599402 0.445790 -0.860317 0.02 -0.07 -0.04
H -6.543406 -0.483670 -3.675145 0.03 0.09 0.00
H -6.425252 0.519210 -2.358426 0.02 -0.01 -0.05
H -4.800649 1.068882 -4.139866 0.03 -0.02 0.02
H -3.552480 1.221565 -3.098108 0.06 -0.01 -0.04
H -5.049716 -2.442146 -3.120578 0.13 0.01 -0.01
H -4.371660 -1.684010 -4.395050 0.10 -0.07 0.06
C -3.337765 -6.131419 -4.097419 0.04 -0.08 0.06
C -4.419377 -7.198635 -4.066940 0.08 -0.02 -0.03
O -5.564096 -6.457819 -3.638640 -0.04 -0.01 -0.01
C -5.363406 -5.147531 -3.936030 0.08 0.11 0.07
O -6.182373 -4.293933 -3.836019 -0.12 -0.20 -0.06
O -4.096225 -4.951256 -4.354683 0.00 0.03 -0.09
H -2.601261 -6.271626 -4.883652 -0.04 0.06 -0.05
H -2.831423 -6.018344 -3.137597 -0.01 -0.01 0.01
H -4.620331 -7.611830 -5.057464 0.01 0.00 0.00
H -4.223920 -8.006704 -3.367203 -0.05 0.04 0.06
C 1.589884 3.903053 -7.417416 0.04 0.04 0.07
C 0.737506 5.146804 -7.259020 0.02 -0.04 0.17
O 0.285884 5.379191 -8.600569 -0.01 0.03 -0.01
C 0.341240 4.212095 -9.281158 0.01 -0.03 -0.02
O -0.112976 4.039801 -10.367423 0.01 0.01 0.03
O 0.987779 3.272691 -8.557693 0.02 -0.01 -0.03
H 1.556927 3.237817 -6.559083 -0.08 -0.04 -0.06
H 2.627570 4.139274 -7.658928 0.00 0.01 0.00
H -0.130466 4.970129 -6.622724 -0.01 -0.01 0.01
H 1.282436 6.010337 -6.889873 0.00 0.03 -0.09
C 5.038108 -1.000156 8.584180 -0.05 0.01 0.01
C 4.508607 0.239651 7.891252 0.00 -0.12 -0.11
O 4.611061 1.230024 8.928387 -0.01 0.03 -0.02
C 5.545891 0.832972 9.815185 0.01 0.05 0.05
O 5.978721 1.508404 10.696225 -0.02 -0.04 -0.04
O 5.926366 -0.438875 9.567720 0.01 -0.07 0.00
H 5.580696 -1.677976 7.934228 0.04 0.12 0.03
H 4.249839 -1.549411 9.100929 -0.01 0.01 0.00
H 5.141850 0.546660 7.056968 0.02 0.01 0.01
H 3.479587 0.145633 7.557409 -0.06 0.08 0.10
C 6.217947 -6.240676 8.814251 0.05 -0.06 -0.01
C 7.562543 -5.794896 8.265699 0.01 -0.03 0.07
O 7.177190 -4.945803 7.181055 0.03 -0.01 -0.02
C 5.924638 -4.490100 7.413672 -0.05 0.07 -0.02
O 5.386963 -3.631283 6.793889 0.08 -0.12 0.00
O 5.373166 -5.141998 8.462879 -0.04 -0.03 0.02
H 6.204724 -6.382144 9.891141 -0.03 0.08 0.01
H 5.844478 -7.139331 8.320726 0.02 -0.01 0.00
H 8.129795 -5.204090 8.986606 -0.01 0.00 0.01
H 8.179153 -6.607652 7.892543 -0.03 0.02 -0.08
```
Positions in Å, forces in eV/Å.

Properties
net charge: -1
maximum force: 0.02285 hartree/bohr
frontier orbital gap: 6.36 eV
E_HOMO: -4.80 eV
E_LUMO: 1.5649 eV
total energy: -3357.00798 a.u.

=====

# 2
Density functional theory data (ωB97M-V with the def2-TZVPD basis set) for C28H52N2O2Si2Tl as an isolated structure in a non-equilibrium geometry.

Geometry as XYZ:
```
87
Properties=species:S:1:pos:R:3:forces:R:3
O -0.524985 -0.929391 -2.273193 -0.30 -1.31 -0.43
O 0.546515 0.675909 -3.493293 0.70 1.02 -0.82
C 0.150315 -2.149691 -2.664793 0.28 -1.48 0.16
C -0.520285 -3.448491 -2.175493 -0.10 0.67 -0.03
H 1.176415 -2.145991 -2.308193 -0.03 0.52 0.66
H 0.286815 -2.188591 -3.744593 -0.43 0.17 -0.24
H -0.597585 -3.467491 -1.089893 -0.03 0.12 0.01
H 0.066615 -4.317291 -2.473193 0.12 0.14 -0.12
H -1.519985 -3.575591 -2.589193 -0.03 0.01 -0.03
C -1.786785 -0.790991 -2.980393 -1.10 -0.07 -0.65
C -1.848185 -1.024991 -4.511493 0.84 -0.08 0.44
H -2.148585 0.212809 -2.775293 0.16 0.14 0.27
H -2.512285 -1.475991 -2.553593 0.09 -0.05 0.46
H -1.081485 -0.461691 -5.039993 0.00 0.01 -0.07
H -2.812085 -0.706791 -4.907393 -0.08 0.05 0.29
H -1.726385 -2.075891 -4.770393 -0.03 -0.03 0.04
C 0.073515 2.016109 -3.344693 -0.81 1.66 -0.47
C 1.813215 0.390309 -4.080793 1.53 0.07 -1.38
C -0.829685 2.434409 -4.507693 0.22 -0.23 0.00
H 0.902715 2.714509 -3.224093 0.24 -0.30 -0.05
H -0.521185 2.077309 -2.435893 0.18 -0.41 0.25
H -0.319885 2.383409 -5.466193 0.06 0.02 -0.01
H -1.172485 3.459309 -4.372693 0.09 0.02 0.16
H -1.712485 1.801609 -4.567893 -0.03 -0.05 0.06
C 1.823315 0.654109 -5.586693 -0.25 0.17 0.28
H 2.056715 -0.655891 -3.909193 -0.41 0.00 0.30
H 2.594015 0.975109 -3.601793 -0.08 0.18 0.30
H 0.985115 0.162509 -6.078493 -0.01 -0.05 -0.01
H 2.742115 0.279809 -6.035893 0.05 -0.05 0.17
H 1.771815 1.720409 -5.798493 0.01 0.02 -0.04
H 0.250415 0.025109 -2.745293 -0.83 -0.91 0.73
Tl -0.092385 0.029309 1.469507 -1.38 -0.57 2.19
C 1.486615 0.032409 0.167707 3.85 1.55 -0.72
Si 3.333515 0.506909 0.346807 -0.42 -0.46 0.11
H 1.230815 -0.993391 0.405507 0.80 -0.56 -1.94
H 0.788615 0.804609 -0.134493 0.52 0.01 -2.49
C 4.326015 -0.670191 -0.726193 -0.13 0.05 -0.17
C 4.153915 0.324109 2.019907 -0.24 0.13 0.09
C 3.656915 2.273709 -0.181493 -0.29 -0.05 -0.04
C -1.857985 -1.012291 0.930307 -2.90 1.14 0.55
Si -3.439785 0.035109 0.823707 0.13 -0.90 0.00
H -1.774585 -1.198691 1.991307 -1.29 -0.92 0.68
H -2.066685 -2.005091 0.536907 1.07 0.01 -0.58
C -4.678485 -0.754691 -0.337693 0.01 0.04 -0.10
C -3.053385 1.754609 0.219307 -0.07 0.35 -0.06
C -4.271985 0.111409 2.493807 0.02 0.09 -0.07
H 3.092715 2.543209 -1.070493 -0.07 0.10 -0.23
H 4.712715 2.431909 -0.394393 0.10 -0.05 0.01
H 3.375015 2.968109 0.607607 -0.05 0.10 0.09
H 4.007615 -1.699891 -0.574093 -0.04 -0.15 0.04
H 5.386515 -0.613791 -0.485293 0.07 0.03 0.07
H 4.233215 -0.447491 -1.784893 -0.08 0.00 -0.31
H 3.852915 -0.572991 2.550707 -0.13 -0.18 0.15
H 3.956415 1.189209 2.647207 -0.16 0.07 0.24
H 5.235615 0.276809 1.904507 0.10 -0.01 -0.15
H -3.420785 1.916809 -0.792993 -0.07 0.04 -0.13
H -1.980985 1.931009 0.207607 0.24 0.12 0.01
H -3.507385 2.510409 0.858407 -0.04 0.13 0.00
H -5.191685 0.692909 2.441807 -0.09 0.08 -0.01
H -3.634985 0.579909 3.236307 0.17 0.10 0.27
H -4.532085 -0.883991 2.850607 0.03 -0.10 0.01
H -5.674585 -0.345891 -0.171893 -0.09 0.04 0.02
H -4.735685 -1.831191 -0.181493 -0.02 -0.10 0.02
H -4.433885 -0.575791 -1.383093 0.04 -0.03 -0.17
C -0.709485 3.997909 5.714707 -0.02 -0.15 -0.48
C -0.880985 3.943409 4.325807 0.20 -0.45 0.43
C -0.597785 2.767209 3.620807 0.17 -0.33 0.55
C -0.138485 1.629909 4.305407 0.08 0.58 1.56
C 0.029915 1.705609 5.711307 -0.09 0.22 -0.20
C -0.253485 2.877509 6.406107 -0.04 -0.14 -0.66
N 0.138515 0.407509 3.622507 -0.07 -0.62 1.00
N 0.494515 -0.581291 4.308907 0.06 0.54 1.02
C 0.729215 -1.840491 3.722807 -0.04 -0.20 -0.51
C 1.119215 -2.951091 4.483607 0.14 -0.45 0.27
C 1.330915 -4.185291 3.851707 -0.18 0.82 0.10
C 1.154415 -4.301091 2.467607 -0.12 0.46 -0.03
C 0.762415 -3.185691 1.722907 0.22 0.08 1.34
C 0.550115 -1.960991 2.365407 0.14 -0.23 -1.05
H -0.932685 4.907309 6.257607 -0.01 0.02 -0.08
H -1.238185 4.817109 3.797707 0.01 -0.05 -0.05
H -0.743385 2.745209 2.550807 0.00 -0.07 -0.20
H 0.377715 0.853609 6.282907 -0.02 -0.05 -0.32
H -0.121685 2.913409 7.480507 0.00 -0.03 -0.07
H 1.255115 -2.863491 5.553307 0.02 0.01 0.08
H 1.631815 -5.049691 4.429307 -0.02 0.09 0.05
H 1.320515 -5.250191 1.973307 0.03 -0.07 0.07
H 0.634715 -3.271491 0.660107 -0.05 -0.08 -0.42
```
Positions in Å, forces in eV/Å.

Properties
net charge: +1
maximum force: 0.08192 hartree/bohr
frontier orbital gap: 6.82 eV
E_HOMO: -9.89 eV
E_LUMO: -3.0707 eV
ΔE to the lowest compared entry with this formula, charge and spin: 181.2 kJ/mol
total energy: -2109.07005 a.u.